The following is a quantum chemistry calculation of a single C10H14I2O molecule at a distorted geometry, from OMol25.

Last column: Löwdin charge in e.
Geometry (Å):
C (1.678, -1.894, -0.880)  -0.07
C (2.799, -0.992, -0.831)  -0.16
C (0.500, -1.554, -0.341)  -0.13
C (2.604, 0.270, -0.443)  -0.71
C (1.219, 0.834, -0.249)  -0.52
C (0.289, -0.250, 0.325)  -0.61
C (-1.970, -0.760, 1.399)  -0.10
C (-1.850, 0.048, -0.945)  -0.04
C (-1.340, 1.599, 0.940)  -0.06
C (-1.197, 0.158, 0.444)  -0.60
O (0.739, 1.290, -1.501)  -0.03
I (4.184, 1.677, -0.410)  0.89
I (1.175, -0.528, 2.377)  0.94
H (1.827, -2.862, -1.330)  0.11
H (3.779, -1.365, -1.083)  0.10
H (-0.310, -2.265, -0.320)  0.11
H (1.255, 1.680, 0.451)  0.10
H (-3.037, -0.611, 1.254)  0.09
H (-1.740, -0.534, 2.437)  0.04
H (-1.751, -1.811, 1.222)  0.07
H (-2.846, 0.484, -0.903)  0.09
H (-1.271, 0.581, -1.692)  0.07
H (-1.946, -0.989, -1.257)  0.08
H (-2.388, 1.811, 1.137)  0.09
H (-0.990, 2.305, 0.191)  0.08
H (-0.788, 1.754, 1.866)  0.06
H (1.374, 1.924, -1.858)  0.09

**Calculated total energy**: -28842.4375 eV
**HOMO level (spin up / spin down)**: -5.894 / -9.090 eV
**Orbital gap (spin up / spin down)**: 6.198 / 6.352 eV
**Multiplicity**: 3
**Relative energy (zero: lowest compared OMol25 entry of this formula, charge and spin)**: 0.000 eV
**Net charge**: 0

---

The following is a quantum chemistry calculation of a molecular structure, C10H14IrN2P at a distorted geometry, from OMol25.

Last column: Löwdin charge in e.
Geometry (Å):
C (1.417, 0.427, -2.875)  -0.34
C (0.132, 0.594, -3.486)  -0.41
C (-0.534, -0.635, -3.857)  -0.10
C (-0.516, -1.680, -2.940)  -0.15
C (-0.073, -1.425, -1.649)  -0.25
Ir (0.284, 0.446, -1.437)  1.28
P (0.346, 2.541, -0.629)  0.62
H (2.400, 0.715, -3.253)  0.07
H (-0.137, 1.564, -3.930)  0.11
H (-0.993, -0.712, -4.837)  0.12
H (-0.147, -2.180, -0.848)  0.07
H (-0.861, -2.683, -3.186)  0.12
H (-0.853, 3.078, -0.067)  -0.07
H (0.737, 3.601, -1.473)  -0.09
H (1.273, 2.737, 0.438)  -0.07
N (-0.309, -1.044, 4.598)  0.15
C (-0.242, -0.676, 3.292)  -0.29
C (0.846, -1.101, 2.506)  0.02
C (0.928, -0.664, 1.195)  -0.14
N (-0.030, 0.097, 0.654)  -0.24
C (-1.132, 0.452, 1.345)  -0.13
C (-1.242, 0.118, 2.691)  0.02
H (0.383, -1.659, 5.005)  0.12
H (-1.051, -0.721, 5.200)  0.12
H (1.618, -1.750, 2.900)  0.12
H (1.758, -0.920, 0.530)  0.12
H (-1.917, 1.014, 0.826)  0.11
H (-2.082, 0.465, 3.289)  0.12

**Calculated total energy**: -25689.4727 eV
**HOMO level (spin up / spin down)**: -9.039 / -12.441 eV
**Orbital gap (spin up / spin down)**: 6.469 / 5.838 eV
**Multiplicity**: 6
**Relative energy (zero: lowest compared OMol25 entry of this formula, charge and spin)**: 2.027 eV
**Net charge**: +1

---

The following is a quantum chemistry calculation of a gas-phase ion, C10H14N3O (charge +1) at a distorted geometry, from OMol25.

Last column: Löwdin charge in e.
Geometry (Å):
C (-2.264, 2.559, -1.807)  0.27
C (1.062, 1.087, 0.912)  0.03
C (-0.191, 1.408, 0.431)  -0.19
C (1.437, 2.181, 1.726)  -0.34
C (0.538, -2.156, -0.335)  -0.24
C (0.314, -3.003, -1.525)  -0.10
C (-0.744, -1.477, 0.241)  -0.12
C (-1.136, 0.836, -0.533)  -0.17
C (2.702, 2.194, 2.518)  -0.02
C (-2.151, -0.954, -1.590)  0.16
N (0.477, 3.069, 1.841)  0.16
N (-1.909, 1.637, -1.166)  0.08
N (-1.423, -0.548, -0.604)  -0.03
O (-0.502, 2.554, 1.044)  -0.01
H (-3.068, 3.258, -1.961)  0.11
H (1.678, 0.322, 0.495)  0.11
H (0.900, -2.706, 0.514)  0.12
H (1.241, -1.413, -0.629)  0.09
H (-0.379, -3.916, -1.117)  0.15
H (-0.117, -2.464, -2.298)  0.03
H (-1.379, -2.341, 0.459)  0.14
H (-0.603, -1.073, 1.220)  0.13
H (2.871, 2.952, 3.208)  0.05
H (2.841, 1.088, 2.912)  0.13
H (3.567, 2.474, 1.811)  0.11
H (-2.440, -0.271, -2.408)  0.13
H (1.313, -3.412, -1.859)  0.11
H (-2.636, -1.883, -1.501)  0.11

**Calculated total energy**: -17102.3729 eV
**HOMO level (spin up / spin down)**: -11.960 / -11.958 eV
**Orbital gap (spin up / spin down)**: 6.969 / 6.964 eV
**Multiplicity**: 1
**Relative energy (zero: lowest compared OMol25 entry of this formula, charge and spin)**: 6.256 eV
**Net charge**: +1

---

The following is a quantum chemistry calculation of a gas-phase ion, C10H14NO (charge +1) at a distorted geometry, from OMol25.

Last column: Löwdin charge in e.
Geometry (Å):
C (-2.363, -1.685, 0.210)  0.01
C (-1.150, -1.029, -0.445)  -0.17
O (0.121, -2.008, -0.138)  0.05
C (1.117, -1.072, -0.004)  -0.22
C (2.462, -1.390, 0.044)  0.04
C (3.307, -0.285, 0.006)  -0.05
C (2.905, 1.036, 0.087)  -0.06
C (1.591, 1.258, 0.007)  -0.06
C (0.706, 0.252, -0.025)  -0.16
N (-0.800, 0.356, -0.055)  -0.17
C (-1.415, 0.878, 1.267)  0.08
C (-1.150, 1.291, -1.199)  0.06
H (-3.309, -1.273, -0.163)  0.10
H (-2.477, -1.590, 1.346)  0.12
H (-2.123, -2.690, -0.029)  0.08
H (-1.245, -1.108, -1.512)  0.16
H (2.892, -2.403, -0.117)  0.15
H (4.384, -0.492, -0.140)  0.13
H (3.645, 1.808, 0.136)  0.12
H (1.224, 2.269, 0.214)  0.14
H (-0.748, 1.652, 1.627)  0.11
H (-2.262, 1.485, 1.105)  0.09
H (-1.537, 0.141, 1.994)  0.08
H (-2.021, 0.874, -1.655)  0.10
H (-1.440, 2.235, -0.671)  0.12
H (-0.312, 1.489, -1.892)  0.13

**Calculated total energy**: -14126.1737 eV
**HOMO level**: -12.695 eV
**Orbital gap**: 10.102 eV
**Structure (SMILES)**: C[C@@H]1Oc2ccccc2[N+]1(C)C
**Multiplicity**: 1
**Relative energy (zero: lowest compared OMol25 entry of this formula, charge and spin)**: 2.509 eV
**Net charge**: +1

---

The following is a quantum chemistry calculation of a gas-phase ion, C10H14NO (charge +1) at a distorted geometry, from OMol25.

Last column: Löwdin charge in e.
Geometry (Å):
O (-1.057, 3.027, 0.757)  0.01
C (-1.089, 1.748, 0.214)  -0.25
C (-2.544, 1.229, 0.486)  0.04
C (-2.770, 0.361, 1.470)  -0.08
C (-1.655, -0.117, 2.199)  -0.04
C (-0.384, 0.204, 1.850)  -0.08
N (-0.012, 0.615, 0.542)  0.08
C (0.643, -0.182, -0.303)  -0.13
C (0.984, 0.143, -1.759)  -0.06
C (1.719, -1.123, -2.259)  -0.17
C (2.429, -1.696, -1.034)  -0.12
C (1.286, -1.472, 0.098)  -0.07
H (-0.910, 3.256, 1.754)  0.19
H (-1.136, 1.957, -0.849)  0.14
H (-3.233, 1.670, -0.085)  0.08
H (-3.761, 0.056, 1.759)  0.12
H (-1.894, -0.505, 3.256)  0.16
H (0.507, -0.092, 2.365)  0.11
H (1.653, 0.982, -1.643)  0.14
H (-0.060, 0.535, -2.146)  0.17
H (2.262, -0.967, -3.094)  0.08
H (0.955, -1.790, -2.561)  0.11
H (2.487, -2.775, -1.257)  0.12
H (3.383, -1.178, -0.811)  0.13
H (0.547, -2.310, -0.144)  0.17
H (1.653, -1.575, 1.196)  0.15

**Calculated total energy**: -14124.8541 eV
**HOMO level**: -12.922 eV
**Orbital gap**: 8.543 eV
**Structure (SMILES)**: O[C@@H]1C=CC=C[N+]1=C1CCCC1
**Multiplicity**: 1
**Relative energy (zero: lowest compared OMol25 entry of this formula, charge and spin)**: 3.828 eV
**Net charge**: +1

---

The following is a quantum chemistry calculation of a gas-phase ion, C10H14NO2 (charge +1) at a distorted geometry, from OMol25.

Last column: Löwdin charge in e.
Geometry (Å):
C (-1.770, 2.552, -0.701)  0.06
N (-0.718, 1.488, -0.424)  -0.03
C (0.227, 1.826, 0.646)  -0.14
C (1.461, 1.001, 0.616)  -0.11
C (1.221, -0.494, 0.415)  -0.19
C (2.340, -1.320, 0.533)  -0.04
C (2.223, -2.693, 0.218)  -0.06
C (0.995, -3.304, -0.066)  -0.03
C (-0.132, -2.418, -0.238)  -0.03
C (0.040, -1.063, -0.088)  -0.03
C (-1.307, 0.122, -0.215)  -0.49
O (-2.008, -0.322, -1.331)  0.07
O (-2.051, 0.078, 0.896)  0.09
H (-2.551, 2.429, 0.072)  0.12
H (-1.308, 3.483, -0.632)  0.08
H (-2.367, 2.585, -1.621)  0.12
H (-0.118, 1.514, -1.259)  0.20
H (-0.289, 1.599, 1.591)  0.15
H (0.318, 2.930, 0.721)  0.15
H (2.153, 1.133, 1.517)  0.17
H (1.989, 1.249, -0.277)  0.12
H (3.322, -0.871, 0.623)  0.12
H (3.271, -3.157, 0.074)  0.14
H (0.916, -4.261, -0.524)  0.10
H (-0.963, -2.796, -0.808)  0.11
H (-2.946, -0.511, -1.137)  0.14
H (-1.949, -0.780, 1.399)  0.18

**Calculated total energy**: -16174.1631 eV
**HOMO level**: -12.646 eV
**Orbital gap**: 9.849 eV
**Structure (SMILES)**: C[N@H+]1CCc2ccccc2C1(O)O
**Multiplicity**: 1
**Relative energy (zero: lowest compared OMol25 entry of this formula, charge and spin)**: 2.018 eV
**Net charge**: +1

---

The following is a quantum chemistry calculation of a molecular structure, C10H14NO2Rh at a distorted geometry, from OMol25.

Last column: Löwdin charge in e.
Geometry (Å):
Rh (2.355, -0.958, -0.623)  1.13
C (2.679, 1.127, 0.984)  0.01
C (3.665, 0.970, -0.029)  -0.03
C (4.303, -0.303, 0.172)  -0.15
C (3.712, -0.905, 1.334)  -0.07
C (2.717, -0.018, 1.828)  0.02
H (2.069, 2.004, 1.129)  0.14
H (3.951, 1.718, -0.757)  0.14
H (5.214, -0.628, -0.321)  0.14
H (4.064, -1.794, 1.836)  0.14
H (2.147, -0.154, 2.733)  0.14
O (0.644, 0.008, -1.605)  -0.01
C (-0.180, -0.605, -0.899)  -0.60
O (0.207, -1.278, 0.090)  -0.04
C (-1.674, -0.537, -1.197)  -0.14
N (-2.423, -1.162, -0.063)  0.11
C (-3.093, -0.059, 0.686)  -0.09
C (-3.419, 0.942, -0.414)  -0.13
C (-2.165, 0.918, -1.287)  -0.10
H (-1.843, -1.092, -2.125)  0.18
H (-1.754, -1.693, 0.520)  0.17
H (-3.130, -1.815, -0.415)  0.20
H (-2.398, 0.368, 1.413)  0.15
H (-3.965, -0.430, 1.219)  0.15
H (-3.624, 1.937, -0.025)  0.14
H (-4.291, 0.617, -0.986)  0.13
H (-1.413, 1.601, -0.884)  0.13
H (-2.354, 1.223, -2.316)  0.14

**Calculated total energy**: -19171.6526 eV
**HOMO level (spin up / spin down)**: -17.061 / -16.877 eV
**Orbital gap (spin up / spin down)**: 7.158 / 7.044 eV
**Multiplicity**: 1
**Relative energy (zero: lowest compared OMol25 entry of this formula, charge and spin)**: 2.058 eV
**Net charge**: +2

---

The following is a quantum chemistry calculation of 2 unconnected molecules or ions with the total composition C10H14NS2 at a distorted geometry, from OMol25.

Last column: Löwdin charge in e.
Geometry (Å):
C (0.861, -2.037, -2.298)  0.02
C (1.737, -1.041, -1.917)  -0.03
C (-0.322, -2.363, -1.577)  0.03
C (1.537, -0.239, -0.820)  0.01
C (-0.549, -1.493, -0.579)  -0.16
C (0.351, -0.403, -0.130)  -0.14
C (-1.730, -1.345, 0.301)  -0.63
C (-0.195, 0.209, 0.997)  -0.26
C (1.454, 2.176, 1.233)  -0.11
C (0.415, 1.227, 1.900)  -0.13
N (-1.437, -0.274, 1.198)  0.06
S (-2.348, -2.753, 1.229)  0.85
S (-1.427, 2.144, -0.897)  0.62
H (1.014, -2.675, -3.107)  0.10
H (2.620, -0.691, -2.377)  0.11
H (-1.090, -3.052, -1.780)  0.12
H (2.302, 0.482, -0.690)  0.10
H (-2.640, -0.914, -0.271)  0.17
H (2.423, 1.754, 0.956)  0.07
H (1.930, 2.864, 1.913)  0.08
H (1.187, 2.771, 0.394)  0.05
H (-0.362, 2.070, 2.194)  0.16
H (0.880, 0.586, 2.732)  0.17
H (-0.798, 3.294, -1.220)  -0.16
H (-1.983, 0.120, 1.947)  0.17
H (-1.212, -3.164, 1.793)  -0.11
H (-2.620, 2.747, -1.124)  -0.17

**Calculated total energy**: -33750.0365 eV
**HOMO level**: -12.973 eV
**Orbital gap**: 8.331 eV
**Multiplicity**: 1
**Relative energy (zero: lowest compared OMol25 entry of this formula, charge and spin)**: 1.004 eV
**Net charge**: +1

---

> The lowest relative energy (zero: lowest compared OMol25 entry of this formula, charge and spin) belongs to which entry?

C10H14I2O

---

> The lowest calculated total energy belongs to which entry?

C10H14NS2

---

> The lowest calculated total energy belongs to which entry?

C10H14NS2

---

> What is the calculated total energy in the third record?

-17102.3729 eV